(1)
H14NO5 | ωB97M-V with the def2-TZVPD basis set

Element x y z (Å)
N -0.6858 -1.3578 -0.2014
H -0.7464 -0.3533 -0.4440
H -1.3570 -1.9359 -0.7049
H 0.2223 -1.6723 -0.5408
H -0.8938 -1.4604 0.7998
H 2.8220 2.0365 -2.8460
H 3.5272 2.8224 -1.7255
O 2.9674 2.0588 -1.8964
H -1.0376 -0.6530 2.9442
H -2.3813 -1.3672 3.0400
O -1.7570 -1.0004 2.4016
H -0.7200 2.9969 2.8423
H 0.1385 4.1430 2.3275
O -0.5722 3.5455 2.0627
H -0.4473 1.6687 -2.0446
H 0.2479 1.7525 -0.7123
O -0.3903 1.2115 -1.1982
H 0.0252 -4.1180 -2.0760
H 0.9339 -4.3784 -0.9014
O 0.1044 -3.9391 -1.1265

Calculated values
total charge	+1
HOMO	-14.21	eV
E_LUMO	-2.928	eV
ΔE to the lowest compared entry with this formula, charge and spin	23.6	kcal per mole
multiplicity	1
DFT total energy	-11949.3977	eV
gap between HOMO and LUMO	11.28	eV

(2)
C3H8N2O | ωB97M-V with the def2-TZVPD basis set

Element x y z (Å)
H -0.9976 2.5731 -0.6841
N -1.1377 1.5645 -0.5787
C -1.8979 1.4390 0.4692
N -1.8653 0.3809 1.3145
H -2.7453 2.1459 0.4214
H -2.7116 -0.1694 1.4076
H -1.0785 -0.2356 1.1148
C 2.8212 -1.3902 -0.0640
C 1.7145 -1.1962 -0.8665
O 0.5456 -0.8342 -0.2881
H 2.4699 -1.4408 0.9761
H 3.6983 -0.9296 -0.5421
H 1.8397 -1.0498 -1.9577
H 0.1793 -0.0924 -0.8024

Calculated values
HOMO	-8.45	eV
E_LUMO	0.955	eV
ΔE to the lowest compared entry with this formula, charge and spin	76.1	kcal per mole
multiplicity	1
DFT total energy	-8266.0278	eV
structure (SMILES)	[H]/N=C/N.C=CO
gap between HOMO and LUMO	9.40	eV

(3)
C4H3F5O | ωB97M-V with the def2-TZVPD basis set

Element x y z (Å)
F 0.3872 -1.6167 2.5171
C -0.3898 -0.6947 1.9678
F 0.2264 0.4613 1.7961
C -1.6820 -0.9023 1.6768
F -2.3032 -2.0897 1.6927
F -2.4600 0.0806 1.1808
C 1.4377 0.4355 -2.4499
C 0.6712 0.6147 -1.3533
O 0.3131 1.8167 -0.7594
F -0.0179 -0.4070 -0.7752
H 1.6429 -0.5748 -2.8139
H 2.0676 1.1594 -2.7816
H 0.1070 1.7171 0.1020

Calculated values
HOMO	-9.56	eV
E_LUMO	0.680	eV
ΔE to the lowest compared entry with this formula, charge and spin	26.4	kcal per mole
multiplicity	1
DFT total energy	-19828.7431	eV
structure (SMILES)	FC(F)=C(F)F.C=C(O)F
gap between HOMO and LUMO	10.24	eV